C52H36LiN2OP2S3 as an isolated structure. Source: OMol25; level of theory: ωB97M-V with the def2-TZVPD basis set.

Each line ends with the Mulliken charge.
Positions of all 97 atoms, in Å:
Li 1.69 0.12 -2.17  -0.0639
O 1.09 -0.96 -0.86  0.2840
S 0.04 -2.00 -0.99  0.3916
C -0.90 -1.97 0.58  1.1692
C -2.23 -2.32 0.53  -0.0712
C -2.93 -2.88 1.62  -1.6303
C -2.22 -3.19 2.74  0.2295
C -2.62 -3.92 4.00  -0.8026
C -1.29 -4.08 4.79  -0.7677
C -0.28 -3.29 4.01  0.2580
C 1.03 -3.02 4.24  -1.4210
C 1.68 -2.12 3.37  0.4023
C 1.11 -1.58 2.23  0.1857
P 1.84 0.04 1.66  1.2595
C 3.64 -0.37 1.63  0.3916
C 4.18 -0.72 0.39  -0.4216
C 5.53 -1.03 0.26  -0.7094
C 6.36 -0.99 1.38  -0.6079
C 5.83 -0.64 2.61  -0.8432
C 4.49 -0.33 2.74  -0.1861
C 1.72 0.97 3.26  0.4412
C 2.52 2.10 3.42  -0.8085
C 2.39 2.92 4.53  -0.7311
C 1.44 2.63 5.50  -0.5588
C 0.62 1.52 5.34  -0.6235
C 0.76 0.70 4.23  -0.4223
C -0.18 -2.08 1.83  -0.6561
C -0.86 -2.82 2.81  -0.1412
C -1.29 -1.67 -2.15  0.8030
C -1.56 -2.86 -2.78  -0.6150
C -2.72 -3.09 -3.55  -1.3978
C -3.63 -2.08 -3.64  0.7636
C -4.97 -2.01 -4.33  -0.8895
C -5.49 -0.58 -4.04  -0.8230
C -4.39 0.08 -3.24  -0.0109
C -4.28 1.34 -2.74  -1.1373
C -3.07 1.69 -2.11  0.3668
C -2.01 0.83 -1.92  0.0636
P -0.39 1.60 -1.46  0.9173
C -0.83 2.46 0.09  0.2400
C -1.88 2.02 0.91  -0.5281
C -2.11 2.62 2.14  -0.7587
C -1.31 3.66 2.58  -0.4742
C -0.25 4.08 1.79  -0.7951
C 0.00 3.48 0.56  -0.6042
C -0.35 2.95 -2.72  0.6598
C -0.83 4.24 -2.55  -0.2579
C -0.75 5.16 -3.59  -0.7396
C -0.20 4.79 -4.81  -0.4813
C 0.29 3.51 -4.98  -0.7406
C 0.23 2.59 -3.94  -0.3106
C -2.16 -0.53 -2.33  -0.8918
C -3.34 -0.83 -3.04  0.7466
H -2.75 -2.24 -0.41  0.3097
H -3.98 -3.12 1.51  0.4634
H -3.09 -4.88 3.78  0.3235
H -3.35 -3.33 4.57  0.3032
H -1.00 -5.13 4.85  0.2862
H -1.38 -3.72 5.82  0.3031
H 1.55 -3.39 5.12  0.4329
H 2.66 -1.77 3.66  0.3466
H 3.56 -0.75 -0.49  0.3973
H 5.93 -1.27 -0.71  0.5013
H 7.41 -1.22 1.28  0.3848
H 6.48 -0.59 3.48  0.3921
H 4.10 -0.03 3.71  0.3324
H 3.26 2.34 2.66  0.5408
H 3.04 3.78 4.64  0.3999
H 1.35 3.26 6.38  0.3609
H -0.13 1.30 6.09  0.3956
H 0.11 -0.16 4.13  0.2729
H -0.85 -3.66 -2.67  0.5770
H -2.87 -4.04 -4.03  0.4061
H -5.65 -2.78 -3.95  0.2998
H -4.86 -2.19 -5.40  0.3121
H -6.43 -0.59 -3.49  0.2802
H -5.68 -0.02 -4.97  0.2835
H -5.07 2.08 -2.86  0.4421
H -2.95 2.73 -1.81  0.4032
H -2.51 1.21 0.58  0.2594
H -2.93 2.27 2.76  0.4197
H -1.50 4.13 3.53  0.4004
H 0.40 4.88 2.13  0.3935
H 0.85 3.79 -0.03  0.5368
H -1.27 4.55 -1.61  0.3035
H -1.13 6.17 -3.45  0.3994
H -0.13 5.52 -5.61  0.3598
H 0.75 3.21 -5.91  0.4481
H 0.64 1.60 -4.09  0.1828
S 1.19 -1.40 -4.04  -0.2699
C 2.92 -1.61 -4.18  0.6305
C 3.34 -2.89 -4.68  -0.1794
N 3.63 -3.93 -5.09  -0.6138
C 3.89 -0.70 -3.83  0.4505
S 3.64 0.91 -3.20  -0.3451
C 5.27 -1.10 -3.97  -0.1703
N 6.38 -1.39 -4.05  -0.6079

Computed properties:
LUMO level in eV: 1.73
Energy above the lowest of the compared OMol25 structures with the same formula, charge and spin in eV: 0.1050
Highest occupied orbital energy in eV: -3.472
Spin multiplicity: 1
Charge: -1



C27H31BF6N2O5RbS3Sb as an isolated structure. Source: OMol25; level of theory: ωB97M-V with the def2-TZVPD basis set.

Each line ends with the Löwdin spin population.
Positions of all 77 atoms, in Å:
Rb -0.76 1.18 -0.22  0.0525
O 3.31 2.01 -0.16  0.0000
C 2.36 2.19 -0.96  0.0001
O 1.66 1.34 -1.56  0.0005
C 1.93 3.65 -1.15  0.0000
C 2.88 4.66 -1.28  0.0000
C 2.44 5.97 -1.36  0.0000
C 1.08 6.22 -1.27  0.0000
C 0.21 5.15 -1.13  0.0000
N 0.62 3.88 -1.10  0.0001
H 3.93 4.39 -1.28  0.0000
H 3.14 6.78 -1.47  0.0000
H 0.68 7.23 -1.31  0.0000
H -0.86 5.30 -1.07  0.0000
C -4.74 -3.64 -0.77  0.0033
C -3.45 -2.86 -0.60  0.0323
C -2.27 -3.81 -0.50  0.0032
O -3.24 -2.06 -1.81  0.1152
B -2.78 -0.86 -1.39  0.5972
O -2.84 -0.62 -0.06  0.1121
C -3.49 -1.78 0.55  0.0308
C -2.69 -2.14 1.79  0.0024
C -4.89 -1.32 0.93  0.0035
H -4.62 -4.33 -1.61  0.0001
H -5.58 -2.99 -0.98  0.0001
H -4.95 -4.23 0.12  0.0016
H -2.21 -4.41 -1.40  0.0000
H -2.35 -4.48 0.36  0.0010
H -1.34 -3.24 -0.40  0.0006
H -1.63 -2.26 1.55  0.0001
H -3.07 -3.06 2.24  0.0014
H -2.78 -1.34 2.52  0.0001
H -5.44 -0.99 0.05  0.0004
H -4.80 -0.47 1.60  0.0000
H -5.45 -2.12 1.43  0.0013
F -2.14 3.30 0.49  0.0004
Sb -3.83 3.70 -0.33  0.0017
F -5.49 4.01 -1.17  0.0005
F -3.97 5.27 0.72  0.0000
F -2.96 4.70 -1.69  0.0006
F -4.71 2.69 1.01  0.0004
F -3.48 2.11 -1.32  0.0226
O 0.44 -1.21 -0.15  0.0080
S 1.39 -1.62 -1.22  0.0050
C 1.40 -3.42 -1.18  0.0000
C 1.26 -4.10 0.03  0.0000
C 1.24 -5.48 0.03  0.0000
C 1.36 -6.18 -1.17  0.0000
C 1.49 -5.50 -2.37  0.0000
C 1.51 -4.11 -2.38  0.0000
C 3.03 -1.36 -0.55  0.0000
C 3.17 -1.11 0.80  0.0001
C 4.44 -0.88 1.30  0.0000
C 5.55 -0.90 0.46  0.0000
C 5.38 -1.15 -0.90  0.0000
C 4.12 -1.38 -1.41  0.0000
H 1.16 -3.53 0.94  0.0000
H 1.13 -6.02 0.96  0.0000
H 1.34 -7.27 -1.17  0.0000
H 1.57 -6.05 -3.30  0.0000
H 1.59 -3.56 -3.31  0.0000
H 2.30 -1.04 1.44  0.0000
H 4.56 -0.65 2.36  0.0000
H 6.53 -0.70 0.86  0.0000
H 6.24 -1.14 -1.56  0.0000
H 3.97 -1.54 -2.47  0.0000
S 1.10 0.36 3.50  0.0001
C 1.05 1.96 3.07  0.0001
N 1.85 2.62 2.23  0.0001
C 1.70 4.08 2.21  0.0000
C 0.26 4.36 2.59  0.0000
S -0.13 3.05 3.78  0.0001
H 2.51 2.17 1.60  0.0000
H 1.96 4.47 1.24  0.0000
H 2.38 4.51 2.95  0.0000
H -0.41 4.28 1.73  0.0000
H 0.14 5.34 3.05  0.0000

Computed properties:
LUMO level (alpha / beta) in eV: 2.04 / 1.89
Energy above the lowest of the compared OMol25 structures with the same formula, charge and spin in eV: 0.0000
Highest occupied orbital energy (alpha / beta) in eV: -5.825 / -5.902
Spin multiplicity: 2
Charge: -1



C56H53BrCsNO5P4Se as an isolated structure at a distorted geometry. Source: OMol25; level of theory: ωB97M-V with the def2-TZVPD basis set.

Each line ends with the Mulliken charge.
Positions of all 122 atoms, in Å:
Cs -0.39 0.53 -0.57  1.2778
C -0.38 -2.25 -4.82  -1.3045
N -0.50 -1.29 -3.70  0.2965
P -2.13 -1.87 -2.47  0.2707
C -3.01 -2.97 -3.63  0.4123
C -2.90 -4.37 -3.64  -0.2205
C -3.63 -5.15 -4.54  -0.7182
C -4.50 -4.54 -5.44  -0.3987
C -4.64 -3.16 -5.45  -0.5979
C -3.90 -2.38 -4.55  -0.4984
C -1.24 -2.99 -1.33  0.8623
C -1.89 -3.32 -0.12  -0.9079
C -1.29 -4.17 0.82  -0.6068
C -0.04 -4.71 0.57  -0.6008
C 0.62 -4.41 -0.62  -0.7253
C 0.02 -3.55 -1.56  -0.0352
P 1.13 0.08 -3.73  0.1497
C 2.36 -1.16 -3.20  -0.1831
C 2.99 -2.09 -4.05  0.0554
C 3.92 -3.01 -3.55  -0.7487
C 4.24 -3.02 -2.19  -0.7351
C 3.64 -2.10 -1.34  0.0641
C 2.71 -1.18 -1.84  0.1839
C 1.33 0.34 -5.52  0.4307
C 0.23 0.51 -6.37  -0.2368
C 0.40 0.78 -7.73  -0.6361
C 1.68 0.91 -8.26  -0.4315
C 2.79 0.79 -7.43  -0.5732
C 2.61 0.52 -6.07  -0.4958
H -1.20 -2.10 -5.53  0.2514
H -0.38 -3.29 -4.48  0.2027
H 0.54 -2.15 -5.40  0.5044
H -2.24 -4.88 -2.94  0.2886
H -3.52 -6.23 -4.53  0.3807
H -5.07 -5.15 -6.14  0.3477
H -5.32 -2.68 -6.14  0.3773
H -4.03 -1.30 -4.57  0.3786
H -2.87 -2.90 0.11  0.2818
H -1.81 -4.40 1.75  0.7315
H 0.43 -5.37 1.29  0.3889
H 1.60 -4.82 -0.83  0.3319
H 0.57 -3.34 -2.46  0.2844
H 2.76 -2.13 -5.11  0.3099
H 4.38 -3.73 -4.22  0.3693
H 4.96 -3.73 -1.81  0.3649
H 3.88 -2.10 -0.28  0.5120
H 2.24 -0.49 -1.14  -0.2667
H -0.79 0.45 -5.97  0.2646
H -0.47 0.90 -8.37  0.3824
H 1.81 1.13 -9.32  0.3402
H 3.79 0.92 -7.83  0.3736
H 3.50 0.47 -5.44  0.4683
O -0.79 -1.24 1.55  -0.0528
P -0.48 -1.17 3.02  0.5865
C -1.26 0.33 3.71  -1.4183
P -0.60 1.98 3.33  0.3422
O -0.26 2.04 1.86  0.2534
C 0.82 2.32 4.38  1.1362
C 0.87 1.94 5.73  -0.2807
C 2.00 2.23 6.50  -0.6886
C 3.08 2.90 5.94  -0.4413
C 3.04 3.29 4.60  -0.7005
C 1.91 3.00 3.83  -0.5179
C -1.88 3.15 3.79  0.6980
C -2.33 4.08 2.84  -0.3882
C -3.33 5.00 3.16  -0.7469
C -3.89 5.00 4.43  -0.4487
C -3.46 4.08 5.39  -0.6884
C -2.46 3.16 5.07  -0.5177
C -1.12 -2.61 3.89  0.3596
C -2.12 -2.55 4.86  -0.5594
C -2.57 -3.71 5.50  -0.6392
C -2.03 -4.95 5.16  -0.5391
C -1.05 -5.03 4.18  -0.4078
C -0.60 -3.87 3.54  -1.3403
C 1.27 -1.03 3.38  0.4506
C 2.12 -0.51 2.41  -1.2604
C 3.49 -0.36 2.66  -1.0024
C 4.01 -0.74 3.90  -0.7518
C 3.17 -1.27 4.87  -0.8581
C 1.80 -1.41 4.62  -0.3137
H -1.28 0.23 4.80  0.5227
H -2.30 0.31 3.37  0.5375
H 0.05 1.42 6.20  0.1255
H 2.03 1.93 7.55  0.3690
H 3.96 3.13 6.54  0.3568
H 3.88 3.81 4.16  0.4246
H 1.89 3.29 2.78  0.3702
H -1.89 4.09 1.84  0.4177
H -3.66 5.72 2.42  0.4227
H -4.66 5.72 4.69  0.3387
H -3.90 4.09 6.38  0.3784
H -2.14 2.45 5.83  0.1802
H -2.58 -1.60 5.14  0.3972
H -3.35 -3.65 6.26  0.3673
H -2.39 -5.85 5.65  0.3550
H -0.64 -6.00 3.90  0.3726
H 0.16 -3.95 2.76  0.8528
H 1.72 -0.20 1.44  1.4067
H 4.14 0.06 1.90  0.6576
H 5.07 -0.62 4.09  0.3583
H 3.58 -1.57 5.84  0.3562
H 1.17 -1.83 5.40  0.3891
O -1.83 1.40 -2.94  -0.3682
H -2.77 1.18 -2.75  0.2708
H -1.55 0.76 -3.64  0.1266
O -2.98 1.51 0.25  -0.6235
O -3.10 2.19 1.33  -0.2970
Br 2.76 0.65 0.70  -0.1861
Se 0.19 3.95 -1.01  -0.4482
C 0.54 5.82 -1.26  0.1620
C 0.84 6.63 -0.15  -0.4136
C 1.09 7.99 -0.33  -0.4747
C 1.05 8.55 -1.62  -0.4589
C 0.76 7.74 -2.72  -0.4504
C 0.50 6.38 -2.54  -0.5325
H 0.87 6.20 0.84  0.3205
H 1.33 8.62 0.52  0.3419
H 1.25 9.60 -1.76  0.3017
H 0.72 8.17 -3.71  0.3210
H 0.27 5.76 -3.40  0.3333
H 0.89 -1.97 -1.13  -0.3628

Computed properties:
LUMO level (alpha / beta) in eV: 3.15 / 3.26
Highest occupied orbital energy (alpha / beta) in eV: -0.239 / 0.147
Spin multiplicity: 1
Charge: -2



Number 1: electronic energy -4072.8384 hartree. Number 2: electronic energy -3616.4830 hartree. Number 3: electronic energy -8957.3064 hartree.